1.
Molecular formula: C29H53Ge2N2O3PSSeV
Method: DFT, ωB97M-V/def2-TZVPD

The energy is -9709.93794 a.u. The largest force on an atom comes out at 2.58 eV/A. The expectation value of S² is 2.195. The value obtained for the HOMO energy (spin up / spin down) is -0.53885 / -0.53848 hartree.

Structure (ORCA input):
```
! RIJCOSX wB97M-V def2-TZVPD def2/J DEFGRID3
* xyz 3 3
V -0.3791 -0.7189 -0.5669
C 3.4639 -0.4188 1.3539
C 3.4623 -1.0928 -0.0097
Ge 2.1088 -0.5526 -1.3325
C 2.4201 -1.5573 -2.9672
C 1.7596 -0.9209 -4.1915
C 2.5821 1.2781 -1.6481
C 1.7406 2.3023 -1.5398
Ge -0.1395 1.8098 -1.4374
C -1.2014 2.6951 -0.0502
C -1.7798 4.0850 -0.3351
C -0.7855 1.6922 -3.2828
C -0.9749 3.0562 -3.9676
C 2.1619 3.7325 -1.6151
C 1.2517 4.7456 -1.8886
C 1.6449 6.0749 -1.9707
C 2.9736 6.4087 -1.7708
C 3.8987 5.4106 -1.4910
C 3.4954 4.0883 -1.4072
H 4.3819 -0.6437 1.8989
H 2.6322 -0.7386 1.9800
H 3.4002 0.6664 1.2554
H 3.5732 -2.1788 0.0745
H 4.3348 -0.7602 -0.5855
H 2.1088 -2.5990 -2.8734
H 3.5119 -1.5501 -3.0553
H 0.6712 -1.0263 -4.1557
H 2.1017 -1.3918 -5.1132
H 1.9918 0.1431 -4.2637
H 3.6270 1.4568 -1.9167
H -0.5252 2.7056 0.8057
H -2.0113 2.0161 0.2198
H -1.0089 4.8461 -0.3917
H -2.4427 4.3565 0.4881
H -2.3706 4.1251 -1.2510
H -1.7183 1.1262 -3.3362
H -0.0310 1.1058 -3.8062
H -1.6756 3.7041 -3.4413
H -1.3714 2.8916 -4.9708
H -0.0336 3.5901 -4.0753
H 0.2133 4.5052 -2.0688
H 0.9173 6.8449 -2.1929
H 3.2900 7.4422 -1.8280
H 4.9384 5.6663 -1.3338
H 4.2303 3.3310 -1.1635
C -4.1908 -0.2533 -0.0322
S -3.1781 0.0898 -1.4415
C -4.3266 -0.2016 -2.7498
O -2.1444 -1.1095 -1.5139
H -4.8263 -1.1201 -0.2124
H -4.8030 0.6321 0.1529
H -3.5182 -0.4200 0.8098
H -5.0216 0.6405 -2.7712
H -4.8649 -1.1333 -2.5757
H -3.7612 -0.2311 -3.6802
N -3.3235 -4.2307 -1.2213
C -1.9411 -4.7206 -1.5481
P -0.7996 -3.7428 -0.4969
O -1.6734 -3.2278 0.5936
O 0.0271 -2.7374 -1.3135
C 0.4362 -4.9569 0.0885
N 1.7890 -4.2999 0.1602
H -4.0443 -4.9369 -1.3831
H -3.5383 -3.3972 -1.7723
H -3.3120 -3.9242 -0.2337
H -1.7498 -4.5828 -2.6103
H -1.8952 -5.7824 -1.3097
H 0.5166 -5.7887 -0.6119
H 0.1729 -5.3401 1.0720
H 1.8748 -3.6027 -0.5927
H 2.5539 -4.9743 0.0769
H 1.9055 -3.7932 1.0455
C -0.4093 -0.9376 7.6324
C -0.3812 -0.8353 6.1312
C 0.2516 -1.7995 5.3537
C 0.3308 -1.6973 3.9709
C 1.0297 -2.7870 3.2007
C -0.2711 -0.5775 3.3860
Se -0.0087 -0.2656 1.5334
C -0.9470 0.4092 4.1111
C -1.6060 1.6072 3.4799
C -0.9924 0.2387 5.4867
H 0.0447 -1.8616 7.9839
H -1.4323 -0.8904 8.0079
H 0.1335 -0.1017 8.0767
H 0.6979 -2.6606 5.8390
H 0.9474 -3.7318 3.7386
H 2.0981 -2.5603 3.0917
H 0.5637 -2.9063 2.2226
H -2.1630 1.3423 2.5802
H -0.8677 2.3646 3.2030
H -2.2994 2.0665 4.1814
H -1.5221 0.9768 6.0790
*
```

Löwdin charges, unit e, in atom order:
1. V 0.273
2. C -0.165
3. C -0.345
4. Ge 0.854
5. C -0.356
6. C -0.155
7. C -0.251
8. C -0.327
9. Ge 0.964
10. C -0.375
11. C -0.121
12. C -0.330
13. C -0.124
14. C -0.231
15. C -0.073
16. C -0.049
17. C -0.051
18. C -0.047
19. C -0.029
20. H 0.091
21. H -0.001
22. H 0.081
23. H 0.046
24. H 0.084
25. H 0.045
26. H 0.085
27. H 0.063
28. H 0.085
29. H 0.067
30. H 0.086
31. H 0.046
32. H 0.007
33. H 0.065
34. H 0.086
35. H 0.069
36. H 0.016
37. H 0.043
38. H 0.065
39. H 0.088
40. H 0.073
41. H 0.062
42. H 0.117
43. H 0.119
44. H 0.118
45. H 0.109
46. C -0.204
47. S 0.914
48. C -0.206
49. O -0.633
50. H 0.071
51. H 0.090
52. H 0.063
53. H 0.093
54. H 0.067
55. H 0.075
56. N 0.161
57. C -0.144
58. P 0.455
59. O -0.322
60. O -0.435
61. C -0.147
62. N 0.176
63. H 0.183
64. H 0.145
65. H 0.135
66. H 0.125
67. H 0.120
68. H 0.121
69. H 0.125
70. H 0.114
71. H 0.187
72. H 0.127
73. C -0.018
74. C -0.218
75. C 0.015
76. C -0.275
77. C -0.066
78. C -0.419
79. Se 0.969
80. C -0.278
81. C -0.056
82. C 0.020
83. H 0.086
84. H 0.097
85. H 0.100
86. H 0.132
87. H 0.099
88. H 0.091
89. H 0.017
90. H 0.048
91. H 0.094
92. H 0.095
93. H 0.138


2.
Molecular formula: C25H51IN3O5S
Method: DFT, ωB97M-V/def2-TZVPD

The energy is -2219.17217 a.u. The largest force on an atom comes out at 4.30 eV/A. The value obtained for the HOMO energy is -0.43928 hartree.

Structure (ORCA input):
```
! RIJCOSX wB97M-V def2-TZVPD def2/J DEFGRID3
* xyz 1 1
C -3.3400 4.3778 -6.2641
C -3.3238 4.6683 -4.7448
C -4.6717 5.1629 -4.1931
C -5.6312 4.0559 -3.7182
C -4.9533 2.9913 -2.7912
C -4.7492 1.7013 -3.6230
C -3.8100 0.7458 -2.8596
C -3.6083 -0.5878 -3.6218
C -3.0468 -1.6558 -2.6401
C -1.7008 -1.1552 -2.0403
C -1.7842 -0.7168 -0.5460
C -1.1411 -1.7908 0.3729
N -0.1319 -1.2512 1.3536
I -0.7656 -1.3247 3.3024
C 1.1445 -1.8291 1.2230
N 1.2960 -3.1696 1.4827
C 2.0754 -3.4880 2.7395
O 1.2202 -4.1856 3.5927
C 1.6578 -4.1775 4.9377
O 1.0899 -3.1250 5.6687
C 0.7513 -3.5085 7.0035
C 0.6550 -2.3075 7.9600
O -0.6462 -2.2158 8.5287
N 2.1463 -1.1152 0.8594
C 1.9701 0.3342 0.6279
C 3.2321 1.1423 0.8624
O 3.6866 0.9502 2.2129
C 4.5157 1.9971 2.5931
O 4.0741 2.9447 3.0758
C 6.0233 1.9133 2.3848
C 6.4811 2.6589 1.1139
C 3.4790 -1.7001 0.6654
S 4.1179 -1.5046 -1.0473
C 2.8960 -2.2625 -2.1575
C 1.8706 -1.1904 -2.6031
H -3.5391 5.3071 -6.8011
H -2.3459 4.0126 -6.5418
H -4.0668 3.5950 -6.4989
H -2.5957 5.4738 -4.5874
H -2.9244 3.7817 -4.2413
H -4.5140 5.8734 -3.3762
H -5.1845 5.7004 -5.0012
H -6.4449 4.4968 -3.1313
H -6.0978 3.5140 -4.5465
H -3.9876 3.3666 -2.4350
H -5.5632 2.7935 -1.9048
H -4.2343 1.9942 -4.5427
H -5.7097 1.2118 -3.7983
H -4.1803 0.5044 -1.8564
H -2.8509 1.2669 -2.7566
H -2.8688 -0.4916 -4.4232
H -4.5550 -0.9444 -4.0388
H -3.7495 -1.9080 -1.8400
H -2.8258 -2.5594 -3.2183
H -1.2950 -0.3013 -2.5922
H -0.9679 -1.9515 -2.1906
H -1.3064 0.2488 -0.3578
H -2.8375 -0.6048 -0.2840
H -1.9495 -2.2246 0.9708
H -0.6970 -2.6332 -0.1692
H 0.3883 -3.6042 1.6353
H 2.9150 -4.1340 2.4547
H 2.4202 -2.5294 3.1507
H 1.3421 -5.1319 5.3666
H 2.7522 -4.0578 4.9507
H -0.2010 -4.0489 7.0669
H 1.5626 -4.1490 7.3760
H 1.3202 -2.5011 8.8067
H 0.9811 -1.3643 7.5096
H -1.1217 -1.4753 8.1329
H 1.2145 0.7453 1.2943
H 1.6218 0.5521 -0.3840
H 2.9278 2.1971 0.7940
H 4.0202 1.0045 0.1167
H 6.4007 0.8866 2.3939
H 6.4560 2.4431 3.2338
H 6.4092 3.7393 1.2396
H 5.9737 2.3104 0.2104
H 7.5402 2.4367 0.9508
H 4.2183 -1.2591 1.3339
H 3.4978 -2.7715 0.8517
H 2.4115 -3.1356 -1.7102
H 3.3783 -2.6401 -3.0619
H 2.3651 -0.2138 -2.6000
H 1.0975 -1.1264 -1.8359
H 1.4733 -1.3479 -3.6061
*
```

Löwdin charges, unit e, in atom order:
1. C -0.109
2. C -0.269
3. C -0.210
4. C -0.202
5. C -0.209
6. C -0.210
7. C -0.218
8. C -0.196
9. C -0.195
10. C -0.216
11. C -0.156
12. C -0.246
13. N -0.486
14. I 1.110
15. C -0.460
16. N 0.104
17. C -0.214
18. O -0.105
19. C -0.235
20. O -0.162
21. C -0.169
22. C -0.213
23. O -0.063
24. N 0.007
25. C -0.082
26. C -0.177
27. O -0.034
28. C -0.512
29. O 0.204
30. C -0.134
31. C -0.073
32. C -0.371
33. S 0.926
34. C -0.494
35. C -0.161
36. H 0.072
37. H 0.068
38. H 0.067
39. H 0.103
40. H 0.082
41. H 0.107
42. H 0.108
43. H 0.102
44. H 0.103
45. H 0.100
46. H 0.106
47. H 0.103
48. H 0.119
49. H 0.111
50. H 0.106
51. H 0.114
52. H 0.111
53. H 0.110
54. H 0.103
55. H 0.099
56. H 0.082
57. H 0.109
58. H 0.099
59. H 0.073
60. H 0.114
61. H 0.127
62. H 0.137
63. H 0.137
64. H 0.146
65. H 0.148
66. H 0.137
67. H 0.124
68. H 0.119
69. H 0.126
70. H 0.089
71. H 0.132
72. H 0.127
73. H 0.147
74. H 0.095
75. H 0.114
76. H 0.122
77. H 0.086
78. H 0.067
79. H 0.080
80. H 0.098
81. H 0.074
82. H 0.077
83. H 0.076
84. H 0.061
85. H 0.030
86. H 0.083


3.
Molecular formula: CHCl2FS
Method: DFT, ωB97M-V/def2-TZVPD

The calculation puts the energy above the lowest of the compared OMol25 structures with the same formula, charge and spin at 14.5 kcal/mol. As for the structure (SMILES): FC(S)(Cl)Cl. The energy is -1457.09561 a.u. The largest force on an atom comes out at 5.11 eV/A. The value obtained for the HOMO energy is -0.38948 hartree.

Structure (ORCA input):
```
! RIJCOSX wB97M-V def2-TZVPD def2/J DEFGRID3
* xyz 0 1
F 0.1649 0.0650 1.6129
C 0.3468 -0.0049 0.0540
S -1.1054 0.8374 -0.6670
Cl 0.6636 -1.7332 -0.3122
Cl 1.8257 0.9085 -0.1640
H -1.8955 -0.0728 -0.5237
*
```

Löwdin charges, unit e, in atom order:
1. F -0.263
2. C -1.480
3. S 0.781
4. Cl 0.573
5. Cl 0.606
6. H -0.218